1.
This record from the Open Molecules 2025 dataset describes C12H30B2CoF8N2O4 as an isolated structure. The level of theory is wB97M-V/def2-TZVPD.

* 2S+1: 4
* LUMO energy (alpha / beta): -4.76 / -5.90 eV

Each line ends with the Mulliken spin population.
Geometry (Å):
C  1.232  3.074  1.331  0.00
F  -1.560  -3.809  -0.482  0.00
C  3.456  -2.510  1.385  0.00
H  -1.197  3.472  2.136  0.00
H  2.905  -2.162  4.254  0.00
C  0.648  3.924  0.176  0.00
H  3.298  -0.658  -2.369  0.00
C  -0.687  -1.291  -3.501  0.00
H  1.819  -1.342  -4.115  0.00
O  -2.161  0.857  1.738  0.00
Co  -0.400  0.278  -0.582  2.90
H  3.494  -2.284  -2.475  0.00
C  -3.258  -0.027  1.963  0.00
C  -0.683  2.630  2.600  0.00
H  -0.174  3.030  3.477  0.00
C  0.128  3.566  -2.122  0.00
C  2.211  -2.210  3.415  0.00
N  2.370  -1.771  -0.766  0.02
N  0.256  2.075  1.706  0.04
F  -5.649  3.543  -0.354  0.00
H  1.918  -3.258  3.359  0.00
H  -1.739  0.926  3.657  0.00
H  0.805  1.427  2.253  0.00
B  -5.217  2.852  -1.488  0.00
H  1.291  -1.706  3.714  0.00
C  -1.897  1.650  2.858  0.00
H  4.175  -0.969  -0.126  0.00
F  -0.106  -5.493  -0.862  0.00
H  -0.838  4.070  -2.120  0.00
C  3.638  -1.915  -0.062  0.00
F  -3.903  2.426  -1.525  0.00
H  -1.564  -0.680  -3.290  0.00
H  4.411  -2.546  1.910  0.00
H  -2.724  2.288  3.169  0.00
H  -3.049  -0.810  2.692  0.00
F  -5.976  1.736  -1.672  0.00
H  4.212  -2.694  -0.564  0.00
H  0.110  2.801  -2.898  0.00
H  3.129  -3.541  1.250  0.00
O  2.616  -1.652  2.158  0.00
H  -4.071  0.623  2.286  0.00
H  -0.176  4.566  0.490  0.00
H  2.112  2.644  0.855  0.00
H  -0.415  -0.961  -4.504  0.00
H  0.929  4.222  -2.464  0.00
H  1.287  4.657  -0.316  0.00
H  -0.969  -2.344  -3.485  0.00
H  1.536  3.671  2.191  0.00
F  -5.426  3.638  -2.591  0.00
C  1.591  -1.751  -3.131  0.00
B  -1.382  -5.139  -0.391  0.00
C  2.727  -1.567  -2.181  0.00
H  2.152  -2.756  -0.720  0.00
H  -3.488  -0.489  1.004  0.00
F  -1.392  -5.593  0.896  0.00
O  0.429  -1.066  -2.615  0.01
H  1.337  -2.807  -3.222  0.00
F  -2.344  -5.847  -1.100  0.00
O  0.223  3.002  -0.828  0.01

2.
This record from the Open Molecules 2025 dataset describes C25H35Cl5N6NiO as an isolated structure. The level of theory is wB97M-V/def2-TZVPD.

* 2S+1: 1
* LUMO energy: 0.44 eV

Each line ends with the Mulliken charge.
Geometry (Å):
C  2.159  1.399  0.118  -0.59
H  -3.264  -0.284  1.798  0.28
C  -1.936  1.612  -2.514  -0.93
H  0.548  -2.934  1.909  -0.29
Cl  4.737  -3.383  1.101  -0.18
C  1.316  -1.675  -0.170  -2.32
N  -1.713  0.727  0.207  0.29
H  4.434  0.249  0.599  0.45
H  -2.235  -3.057  3.125  0.31
H  3.539  3.820  1.693  0.43
C  -2.270  3.113  0.398  -0.13
H  4.452  -0.560  -0.965  0.48
C  -3.653  -1.077  1.164  -1.17
H  4.619  2.425  1.835  0.34
H  -0.152  5.751  0.307  0.41
N  -2.985  0.951  -1.763  0.57
Cl  1.825  -4.054  -3.389  -0.19
C  -3.924  -1.692  -1.196  -1.03
H  -1.967  2.700  -2.393  0.30
C  2.425  -2.053  0.574  1.84
H  -0.862  -2.141  3.762  0.32
C  -2.712  0.352  -0.564  0.07
C  0.018  2.366  0.144  0.08
Cl  2.673  -1.297  2.129  -0.12
H  -4.493  2.252  -2.371  0.38
Ni  -0.082  -0.466  0.318  -0.54
H  -3.622  -1.409  -2.199  0.38
C  -1.847  4.436  0.426  -0.96
H  4.154  3.036  0.235  0.41
H  -2.056  1.371  -3.573  0.42
H  1.072  1.261  2.409  0.22
H  -0.801  -3.915  3.716  0.41
C  2.061  -3.292  -1.862  0.24
C  4.347  0.407  -0.471  -1.39
C  -0.906  -4.180  0.965  -1.24
C  -1.145  -3.023  3.185  -1.43
H  -0.504  -4.088  -0.044  0.21
C  -0.545  -2.942  1.785  1.24
H  1.759  1.397  -2.383  0.24
N  2.629  2.011  1.234  0.63
H  -1.993  -4.272  0.888  0.26
C  -4.338  1.180  -2.217  -1.29
H  -5.044  0.829  -1.467  0.37
H  -3.095  -1.982  1.397  0.07
Cl  4.304  -4.793  -1.644  -0.20
C  -0.494  4.724  0.297  -0.78
N  -3.471  -0.712  -0.229  0.49
H  5.154  1.059  -0.815  0.31
C  3.352  -3.001  0.147  0.13
C  -1.353  2.082  0.243  -0.70
H  -0.968  1.243  -2.183  0.06
H  1.383  2.998  2.622  0.32
H  3.464  1.130  -2.822  0.45
C  1.173  -2.327  -1.395  1.13
C  3.806  2.858  1.247  -1.34
H  1.480  3.941  0.029  0.38
H  -2.566  5.233  0.555  0.41
N  3.039  0.950  -0.797  0.54
H  -4.721  -1.224  1.348  0.47
H  -3.473  -2.659  -0.955  0.21
H  -0.513  -5.097  1.414  0.37
H  2.507  1.793  3.296  0.41
O  -1.008  -1.786  1.160  -0.86
H  -4.546  0.665  -3.160  0.35
H  2.416  -0.245  -2.420  0.12
N  0.851  1.249  -0.096  1.49
C  2.642  0.795  -2.186  -0.85
H  -3.320  2.866  0.508  0.52
C  1.848  2.022  2.458  -1.12
Cl  -0.190  -1.905  -2.405  -0.21
H  -5.012  -1.798  -1.162  0.28
C  0.431  3.697  0.151  -0.49
C  3.165  -3.629  -1.082  0.24

3.
This record from the Open Molecules 2025 dataset describes C6H12F8IN2O12S4Zr as an isolated structure. The level of theory is wB97M-V/def2-TZVPD.

* 2S+1: 1
* net charge: +1
* LUMO energy: -5.47 eV

Each line ends with the natural charge from an NBO analysis.
Geometry (Å):
O  -0.522  2.243  -2.347  -0.93
H  -3.247  1.517  -0.789  0.22
H  -3.002  -0.600  -0.283  0.56
O  -3.009  -0.415  3.861  -0.81
H  -2.083  3.379  0.379  0.25
H  -1.984  2.370  1.805  0.21
O  2.126  -1.728  -1.159  -0.92
O  -2.286  0.009  -0.087  -0.74
C  -2.831  1.309  0.197  -0.11
O  -1.537  -2.438  3.998  -0.79
O  -1.157  1.243  4.464  -0.76
H  1.957  1.732  0.435  0.52
N  0.404  -0.130  -1.603  -1.26
H  3.700  -0.007  -0.031  0.24
F  2.105  -2.995  -3.842  -0.28
S  -0.283  0.266  3.828  2.28
F  -1.236  -0.096  -4.916  -0.28
O  2.972  0.122  -2.457  -0.85
C  3.185  0.209  0.905  -0.08
N  -0.848  -0.570  2.348  -1.20
F  0.689  1.206  2.961  -0.50
S  0.024  1.089  -2.913  2.11
C  -1.925  2.355  0.717  -0.08
S  -1.931  -1.214  3.331  2.36
C  -1.584  0.350  -3.768  0.79
F  0.171  -2.121  -3.953  -0.29
H  3.781  0.963  1.419  0.22
F  -2.496  1.306  -4.029  -0.29
O  1.006  1.362  -3.943  -0.81
C  2.824  -0.969  1.840  -0.10
S  1.837  -0.788  -2.211  2.10
I  -0.751  -3.152  -0.208  -0.25
H  2.785  -0.857  2.923  0.22
H  0.042  2.513  0.458  0.53
H  3.617  -1.699  1.675  0.23
O  -0.605  1.804  0.443  -0.77
H  1.389  -2.128  2.232  0.55
F  -2.099  -0.676  -3.027  -0.31
O  0.759  -0.444  4.594  -0.80
O  1.899  0.781  0.558  -0.77
C  1.439  -1.833  -3.870  0.85
O  1.488  -1.429  1.581  -0.75
H  -3.684  1.281  0.876  0.23
F  1.779  -1.057  -4.887  -0.28
Zr  -0.097  -0.324  0.416  2.04
F  -2.781  -1.739  2.080  -0.51

4.
This record from the Open Molecules 2025 dataset describes a 2-piece molecular cluster, C6H12N2 overall. The level of theory is wB97M-V/def2-TZVPD.

* 2S+1: 1
* SMILES string: Cc1c[nH]cn1.CC
* LUMO energy: 0.88 eV

Each line ends with the natural charge from an NBO analysis.
Geometry (Å):
C  0.929  -2.532  1.875  -0.63
H  -2.703  1.063  -1.206  0.21
C  -0.134  -2.680  0.787  -0.64
C  1.325  0.761  0.941  -0.66
H  1.822  -2.067  1.442  0.21
H  1.461  1.030  -1.902  0.22
H  1.137  -0.019  1.722  0.22
H  -0.840  1.844  -2.859  0.42
H  2.340  0.618  0.603  0.23
H  1.132  1.526  1.676  0.23
N  -0.674  1.498  -1.928  -0.51
C  0.239  0.787  -0.063  0.11
N  -1.086  0.844  0.138  -0.47
H  -0.702  -1.725  0.803  0.23
H  0.177  -2.631  -0.262  0.21
C  -1.649  1.219  -1.031  0.14
H  0.948  -1.698  2.593  0.21
C  0.535  1.171  -1.373  -0.13
H  -0.852  -3.474  0.949  0.21
H  1.121  -3.491  2.349  0.21

5.
This record from the Open Molecules 2025 dataset describes a 12-piece molecular cluster, C43H91N5O26 overall. The level of theory is wB97M-V/def2-TZVPD.

* 2S+1: 1
* SMILES string: CCOC(=O)OC.CCOC(=O)OC.CCOC(=O)OC.CCOC(=O)OC.CCOC(=O)OC.CCOC(=O)OC.CCOC(=O)OC.CN(C)C=O.CN(C)C=O.CN(C)C=O.CN(C)C=O.CN(C)C=O
* LUMO energy: 0.41 eV

Each line ends with the Mulliken charge.
Geometry (Å):
H  -7.688  3.568  3.113  0.33
O  6.603  6.022  4.011  -0.60
C  -0.818  1.858  -5.307  -0.53
C  -4.199  -4.254  -6.956  -0.67
H  -1.041  2.816  -3.487  0.22
C  -6.864  2.983  3.520  0.07
H  4.344  -5.671  0.385  0.30
H  -0.915  0.652  6.056  0.34
O  2.925  -1.164  0.699  -0.73
H  0.564  1.179  2.030  -0.25
H  -1.865  1.628  -5.503  0.46
N  -2.557  -5.943  0.238  0.25
H  -1.083  -0.056  -0.485  0.22
H  -1.153  -0.487  1.338  -0.57
O  1.962  -1.459  4.874  -0.65
H  -1.575  -7.630  -0.506  0.28
H  6.760  -2.450  -0.370  0.16
H  -2.968  5.084  0.786  0.37
H  -8.334  5.075  -1.566  0.29
N  7.157  -1.700  1.618  0.15
H  -6.567  5.296  -1.014  0.26
H  0.163  -5.413  -0.463  -0.01
H  0.022  -2.162  -3.293  -0.55
O  -3.712  -3.125  -6.124  -0.31
C  -0.291  -0.065  5.521  -0.74
O  3.274  -0.805  -3.231  -0.19
O  9.071  -0.424  1.840  -0.61
H  -6.026  3.641  3.290  0.09
H  -2.364  -4.856  2.180  0.21
H  4.424  -0.517  3.974  0.09
H  -0.362  -0.931  6.178  0.41
H  -3.039  -7.126  -1.443  0.33
C  5.509  5.447  3.770  0.59
H  7.591  -3.550  0.879  0.32
H  0.583  -6.359  0.948  0.27
C  -6.060  2.926  -2.249  0.81
H  3.635  3.336  3.753  0.30
O  1.858  -6.058  -2.462  -0.60
H  5.217  0.650  4.807  0.33
H  -4.242  1.331  -3.043  0.35
H  3.126  -0.300  -7.634  0.36
H  4.510  2.834  -4.675  0.28
O  -6.617  1.769  2.776  -0.35
O  1.902  -0.537  -4.918  0.33
C  -5.330  1.287  2.749  0.64
C  -3.209  -3.321  -4.970  0.85
C  -0.513  4.349  0.635  -1.25
C  1.501  -0.684  -6.203  -0.40
H  2.268  6.381  5.585  0.23
H  3.397  -2.126  -1.766  0.13
O  0.947  0.495  5.087  -0.25
O  1.187  1.892  -2.325  -0.39
O  3.054  0.591  5.022  -0.31
H  -3.382  -0.279  2.085  0.15
H  -5.206  -4.070  -7.329  0.23
H  1.134  -4.693  0.801  0.25
H  -6.831  3.530  5.649  0.36
O  2.897  -2.663  -4.647  -0.62
C  1.138  1.031  1.115  -0.28
C  3.513  3.255  -4.543  -0.76
H  -4.105  -1.444  1.324  0.17
O  0.872  3.272  -4.177  -0.42
H  -4.416  1.272  -0.422  -0.11
H  1.397  -1.746  -6.427  0.53
C  1.782  -1.154  0.289  -0.03
H  -3.369  3.365  0.906  0.04
C  7.461  -2.553  0.460  -0.82
H  -0.759  -1.720  0.231  -0.16
C  4.346  0.006  4.927  -0.59
H  -4.964  -0.334  -0.556  0.36
O  -3.332  -4.344  -4.243  -0.67
H  2.200  1.195  1.298  0.39
C  5.814  -1.845  2.061  -1.24
O  -5.376  0.065  2.134  -0.33
H  8.430  -2.206  0.102  0.37
H  3.056  3.123  -5.524  0.25
H  -3.399  -6.166  2.140  0.35
H  -2.829  -1.874  -2.500  -0.09
H  -0.285  1.028  -4.845  -0.33
C  -2.552  -4.797  -0.536  0.09
C  -2.584  -7.220  -0.457  -0.92
H  3.616  5.862  6.492  0.34
H  0.541  4.281  0.906  0.27
H  5.036  7.483  5.192  0.38
C  2.044  -0.229  4.877  0.84
O  2.843  2.539  -3.556  -0.23
H  3.734  -5.725  -1.744  0.27
H  4.415  -0.705  -1.629  0.26
H  -0.742  5.358  0.292  0.39
H  -8.078  2.358  5.293  0.31
O  -2.655  -2.234  -4.592  -0.32
C  -7.285  4.797  -1.666  -0.71
H  -4.151  -1.496  3.039  0.46
H  -1.472  0.332  3.742  -0.16
H  3.431  7.772  4.360  0.19
H  3.041  7.565  6.605  0.37
H  -0.428  3.610  -0.161  0.49
C  -1.060  -0.530  4.265  -0.20
C  -4.319  -0.826  2.196  -0.51
H  4.395  2.474  2.564  0.20
H  3.854  4.110  2.110  0.35
N  -1.460  3.840  1.631  0.41
H  1.321  -1.938  -0.332  0.39
H  3.323  -6.631  1.434  0.37
H  -3.319  4.413  2.338  0.34
C  3.352  -5.722  0.834  -0.92
C  2.656  -5.822  -1.543  0.07
C  2.273  0.204  -7.182  -1.20
O  0.182  3.368  3.127  -0.60
H  1.507  0.499  -7.899  0.37
H  5.495  -2.886  2.017  0.23
C  2.733  -1.470  -4.331  0.42
H  2.656  1.125  -6.742  0.10
H  -3.175  -7.949  0.097  0.35
H  -0.903  -3.835  -3.297  0.67
C  -7.082  2.691  5.000  -1.13
H  3.262  -4.924  1.571  0.28
O  -4.318  1.718  3.297  -0.49
C  -2.468  -5.823  1.688  -0.92
H  4.685  -0.460  5.852  0.39
H  -1.692  -0.930  -3.454  0.17
O  4.258  5.862  4.120  -0.22
C  0.964  -5.617  0.247  -0.57
C  -0.705  -0.639  0.355  0.22
C  4.081  -1.481  -2.318  -0.66
C  -4.391  0.418  -1.099  0.21
C  -0.850  -2.772  -3.060  0.06
O  5.477  4.187  3.150  -0.36
H  4.996  -1.984  -2.632  0.36
O  -5.049  3.526  -2.532  -0.58
H  5.221  -1.162  1.451  0.67
C  3.240  6.724  5.941  -1.18
H  -3.364  0.106  -1.288  -0.30
H  -3.531  -4.229  -7.817  0.27
C  4.096  7.056  4.843  -0.12
C  -4.980  0.812  -2.432  -0.49
O  -2.458  -3.669  0.035  -0.48
N  2.332  -5.732  -0.212  0.31
H  -0.247  -1.032  3.740  0.16
H  0.729  1.902  0.603  -0.25
H  -2.749  -4.927  -1.612  0.18
C  7.984  -0.815  2.218  0.27
H  0.443  -0.432  -6.277  0.24
H  3.540  4.328  -4.356  0.30
H  -0.881  3.994  -4.795  0.34
C  -0.966  3.283  2.749  -0.17
H  7.410  -0.512  3.107  0.21
H  -0.269  1.900  -6.248  0.34
C  -2.836  4.185  1.388  -0.77
C  -2.106  -1.929  -3.314  0.34
C  4.295  3.505  2.902  -0.46
N  0.728  -0.276  0.530  1.02
H  -5.184  -0.149  -2.904  0.26
H  -7.109  5.191  -2.667  0.33
O  -7.143  3.400  -1.653  -0.33
H  -6.334  1.997  5.383  0.31
H  -0.682  -2.915  -1.992  -0.38
H  -3.979  -5.215  -6.489  0.35
H  -1.849  -1.228  4.542  0.38
H  5.642  -1.739  3.132  0.35
H  -1.696  2.931  3.494  0.51
C  -0.508  3.045  -4.410  -0.37
C  1.545  2.568  -3.262  0.69
O  -6.167  1.627  -2.258  -0.39
H  -1.548  -6.308  2.015  0.33

6.
This record from the Open Molecules 2025 dataset describes a 4-piece molecular cluster, C14H18N3O3S overall. The level of theory is wB97M-V/def2-TZVPD.

* 2S+1: 1
* net charge: -1
* LUMO energy: 2.08 eV

Each line ends with the natural charge from an NBO analysis.
Geometry (Å):
C  0.915  1.796  3.294  -0.69
N  -1.405  -7.228  -2.508  -0.36
H  0.038  2.751  -1.434  0.22
H  1.074  -8.585  -1.059  0.25
H  0.049  4.073  2.107  0.23
C  0.486  3.926  1.081  -0.68
N  -0.935  3.386  -3.335  -0.33
H  -0.017  4.557  0.302  0.18
C  0.517  -0.001  1.476  -0.21
C  -0.512  -3.942  -0.771  0.30
C  -1.387  -4.006  -1.936  -0.74
H  0.969  -6.948  -0.422  0.28
S  2.508  2.763  3.387  2.30
C  -2.248  5.370  -2.268  -0.72
C  0.412  2.406  0.727  0.13
H  -0.057  0.271  -2.042  0.21
C  0.169  1.959  -0.639  -0.28
H  -0.086  -8.206  0.208  0.26
H  1.551  4.263  1.142  0.28
C  -1.515  4.259  -2.867  0.30
C  -0.619  -7.493  -1.713  0.31
O  3.381  2.107  4.395  -1.01
O  3.186  2.701  2.073  -1.02
H  -1.597  6.229  -2.095  0.26
H  -0.831  -3.851  -2.862  0.26
C  0.264  -0.454  0.093  -0.25
C  0.610  1.418  1.814  -0.05
H  -3.065  5.702  -2.910  0.25
H  0.665  -0.818  2.228  0.21
H  0.063  2.356  3.761  0.24
H  0.218  -1.552  -0.126  0.21
N  0.178  -3.894  0.147  -0.35
C  0.104  0.531  -0.969  -0.24
C  0.380  -7.823  -0.701  -0.73
O  2.183  4.245  3.736  -1.03
H  1.079  0.861  3.897  0.24
H  -2.168  -3.246  -1.894  0.26
H  -2.680  5.089  -1.306  0.26
H  -1.878  -4.976  -2.011  0.27